Record 1
ORCA calculation (the ωB97M-V functional and the def2-TZVPD basis) on an isolated molecule of C19H37N3.

Results
* DFT total energy: -24772.880 eV
* relative energy (zero: lowest compared OMol25 entry of this formula, charge and spin): 0.059 eV
* F_max: 0.4 eV/Å
* SMILES string: CC(C)=CCC/C(C)=C/CC[C@H](C)NCCN1CCNCC1
* HOMO-LUMO gap: 9.12 eV

Element x y z (Å)
C -2.83636 -2.97455 0.02095
C -3.07788 -1.59370 0.55155
C -2.33785 -1.25837 1.81804
C -3.89828 -0.74287 -0.05386
C -4.23351 0.64378 0.39760
C -3.86023 1.71207 -0.64716
C -2.36738 1.84151 -0.80852
C -1.77298 0.99319 -1.89085
C -1.67188 2.64925 -0.01577
C -0.18672 2.85985 -0.03658
C 0.52162 1.82563 0.84681
C 2.05609 1.86542 0.77682
C 2.63336 3.18410 1.30415
N 2.46945 1.56475 -0.58569
C 3.76560 0.94508 -0.76198
C 3.84821 -0.44416 -0.10505
N 2.57585 -1.13229 -0.06886
C 2.64328 -2.36100 0.69714
C 1.23106 -2.93225 0.85662
N 0.58414 -3.18349 -0.41803
C 0.60548 -1.97075 -1.21827
C 2.01233 -1.38898 -1.38058
H -1.77283 -3.13207 -0.16094
H -3.15962 -3.71425 0.75383
H -3.38325 -3.14318 -0.90369
H -1.74082 -0.35671 1.69055
H -3.03374 -1.08780 2.63927
H -1.67849 -2.07646 2.09494
H -4.40394 -1.05334 -0.96074
H -3.73024 0.87782 1.33478
H -5.31383 0.70064 0.56892
H -4.31436 1.44818 -1.60441
H -4.27907 2.66755 -0.32301
H -2.08981 -0.03963 -1.75285
H -2.13642 1.32558 -2.86429
H -0.68865 1.02659 -1.89155
H -2.20340 3.20268 0.74892
H 0.03242 3.86578 0.32628
H 0.18962 2.77426 -1.05562
H 0.21305 0.82964 0.52764
H 0.20974 1.96376 1.88460
H 2.41640 1.04770 1.40616
H 2.33625 4.01615 0.66853
H 2.28262 3.37642 2.31494
H 3.72108 3.14082 1.32264
H 2.42037 2.40703 -1.14937
H 4.60336 1.54859 -0.36642
H 3.92234 0.84677 -1.84059
H 4.62342 -1.02985 -0.63747
H 4.18178 -0.33702 0.93161
H 3.06348 -2.14266 1.68231
H 3.29467 -3.11331 0.20669
H 1.26124 -3.86248 1.42891
H 0.62021 -2.20234 1.39350
H 1.09030 -3.91775 -0.90958
H 0.17104 -2.18675 -2.19673
H -0.02123 -1.23594 -0.70815
H 1.94926 -0.44405 -1.91724
H 2.64366 -2.09256 -1.96090

Löwdin atomic charge list, values in e, 4 entries: -0.062, -0.347, -0.051, -0.116

Record 2
ORCA calculation (the ωB97M-V functional and the def2-TZVPD basis) on a cluster of 4 separate species, C19H37N3O5S in total at a distorted geometry.

Results
* DFT total energy: -45843.389 eV
* F_max: 4.9 eV/Å
* SMILES string: [H]/N=C(/C)C[C@](S)(C#N)[C@H](C#N)CCOC=O.CC(C)O.CC(C)O.CC(C)O
* HOMO-LUMO gap: 9.76 eV

Element x y z (Å)
H -2.25374 2.67865 3.03027
N -2.27936 3.25412 2.18373
C -2.68883 2.58791 1.18908
C -2.80650 3.37508 -0.14534
C -3.03898 1.07764 1.33510
C -1.96884 0.09595 0.76327
S -1.90457 0.17612 -1.09408
C -2.46613 -1.32619 1.07488
N -2.74021 -2.29788 1.57270
C -0.53262 0.26526 1.39163
C -0.58873 0.63824 2.87478
N -0.91747 0.75538 3.94850
C 0.38064 1.27784 0.62042
C 1.62219 1.74681 1.42784
O 2.66888 2.28635 0.57807
C 2.14519 3.10270 -0.40221
O 1.76465 4.18707 -0.16285
H -3.67506 4.05936 -0.14669
H -1.87910 3.97915 -0.23481
H -2.85674 2.72011 -1.03575
H -3.99604 0.88220 0.80252
H -3.22146 0.86727 2.40754
H -0.76136 -0.50383 -1.43640
H -0.01209 -0.71784 1.35742
H -0.25547 2.09613 0.22979
H 0.77180 0.74477 -0.27679
H 2.02566 0.84839 1.94557
H 1.39684 2.54385 2.16820
H 2.02791 2.72945 -1.44932
C -1.72025 -5.50918 -1.54304
C -0.84076 -5.76537 -0.32891
C -1.63992 -6.37051 0.81458
O -0.24931 -4.53620 0.09922
H -2.52054 -4.80211 -1.30319
H -1.13842 -5.06595 -2.35059
H -2.17141 -6.43544 -1.90503
H -0.02635 -6.43581 -0.60147
H -2.43610 -5.69141 1.13410
H -0.99890 -6.53910 1.68184
H -2.08942 -7.32168 0.52220
H -0.96297 -3.93351 0.34377
C 1.89497 7.06741 1.10372
C 1.17853 8.39536 1.29585
C 1.93475 9.29857 2.25888
O -0.13714 8.16069 1.79611
H 1.97401 6.52695 2.05182
H 1.33888 6.42789 0.42116
H 2.90015 7.21573 0.70269
H 1.07013 8.89666 0.33187
H 2.01422 8.83288 3.24569
H 1.40462 10.24336 2.39479
H 2.94113 9.51247 1.89290
H -0.05534 7.71732 2.64857
C 3.28553 -5.85723 -3.65689
C 2.08534 -6.69699 -3.24743
C 0.81095 -6.20275 -3.91397
O 1.93168 -6.64849 -1.82983
H 3.15039 -4.81447 -3.35461
H 4.19033 -6.21673 -3.16347
H 3.44077 -5.88925 -4.73732
H 2.25898 -7.74067 -3.51658
H 0.59447 -5.17209 -3.62043
H -0.04273 -6.80753 -3.60371
H 0.89166 -6.24438 -5.00232
H 1.77762 -5.72851 -1.57807

Löwdin atomic charge list, values in e, 4 entries: 0.036, 0.153, -0.407, -0.051

Record 3
ORCA calculation (the ωB97M-V functional and the def2-TZVPD basis) on a cluster of 3 separate species, C19H37N3O8S2 in total at a distorted geometry.

Results
* DFT total energy: -62821.408 eV
* relative energy (zero: lowest compared OMol25 entry of this formula, charge and spin): 0.000 eV
* F_max: 3.1 eV/Å
* SMILES string: NCCCC[C@]1(C[C@@H]2CO2)OC(=O)O[C@]1(N)CN.O=S1(=O)CCCC1.O=S1(=O)CCCC1
* HOMO-LUMO gap: 10.01 eV

Element x y z (Å)
N -4.37571 -1.35155 -1.51493
C -4.05597 -0.65919 -2.75777
C -2.58905 -0.25916 -2.93951
C -2.07256 0.68172 -1.81126
C -0.64089 0.36020 -1.34244
C -0.58485 -0.07577 0.11627
C -1.34597 -1.33110 0.48849
C -1.01281 -2.46838 -0.45431
C -1.70757 -3.78109 -0.16683
O -0.33614 -3.53814 0.08207
O -1.16510 1.08428 0.80797
C -0.13669 1.96180 1.04895
O -0.27689 3.07464 1.52584
O 1.03430 1.39987 0.63611
C 0.76776 -0.00737 0.82853
N 0.67182 -0.12171 2.29655
C 1.85641 -0.97110 0.43407
N 2.33640 -0.85726 -0.94275
H -4.53836 -0.71717 -0.75239
H -3.67847 -2.03759 -1.27469
H -4.32293 -1.32916 -3.56991
H -4.65756 0.24019 -2.80462
H -1.93178 -1.11663 -3.03809
H -2.54183 0.32793 -3.85085
H -2.12689 1.69205 -2.19020
H -2.78232 0.62218 -0.99530
H -0.06603 1.26568 -1.46947
H -0.19860 -0.35755 -2.02480
H -2.40578 -1.20296 0.31170
H -1.10185 -1.71344 1.46747
H -0.84326 -2.22309 -1.47558
H -2.36077 -3.66987 0.67565
H -1.97599 -4.05415 -1.17285
H -0.28300 -0.28702 2.59379
H 1.17404 -0.95182 2.58560
H 2.70888 -0.79217 1.07618
H 1.49689 -1.96521 0.68543
H 1.76707 -0.23713 -1.49376
H 3.27933 -0.51209 -0.93969
O 3.42077 -3.24184 2.03351
S 4.03058 -4.02201 0.98243
O 4.72097 -3.39526 -0.11376
C 5.09876 -5.24581 1.73219
C 4.18512 -6.44477 1.96961
C 3.33048 -6.57804 0.70119
C 2.81239 -5.17752 0.34553
H 5.53262 -4.84145 2.64350
H 5.88358 -5.48098 1.01434
H 4.75868 -7.34851 2.16910
H 3.54075 -6.25723 2.83111
H 3.94795 -6.96086 -0.11368
H 2.50587 -7.27497 0.84134
H 2.71798 -5.03282 -0.72697
H 1.86317 -4.96113 0.83109
O -0.21503 7.66996 -1.88644
S -1.43585 7.35966 -1.18686
O -2.68505 7.21127 -1.89001
C -1.15748 5.92454 -0.15635
C -0.65452 6.49606 1.16284
C -1.54050 7.71443 1.45618
C -1.64009 8.53276 0.16154
H -0.44495 5.26081 -0.63933
H -2.11402 5.41915 -0.02808
H -0.70397 5.75603 1.95835
H 0.38570 6.81212 1.05989
H -2.53489 7.37701 1.75504
H -1.14157 8.31690 2.27086
H -2.60398 9.02387 0.05785
H -0.84075 9.26697 0.08533

Löwdin atomic charge list, values in e, 4 entries: 0.008, -0.274, -0.182, -0.148

Record 4
ORCA calculation (the ωB97M-V functional and the def2-TZVPD basis) on an isolated molecule of C19H37NO4S2 at a distorted geometry.

Results
* DFT total energy: -51651.404 eV
* relative energy (zero: lowest compared OMol25 entry of this formula, charge and spin): 0.000 eV
* F_max: 2.1 eV/Å
* SMILES string: CCCCN(CCCC[C@H](CC(=O)O)OCCOCC)C(=S)SCCC
* HOMO-LUMO gap: 7.83 eV

Element x y z (Å)
C 2.00014 -3.06804 -0.09227
C 3.21664 -2.21047 0.25885
C 3.01906 -0.66917 0.21053
C 1.83743 -0.23961 -0.63634
N 1.59189 1.20715 -0.78348
C 2.67738 2.10295 -0.32987
C 2.64886 2.39647 1.19020
C 1.39745 1.90774 1.91271
C 0.15458 2.73223 1.57982
C -1.17123 2.21944 2.16662
C -1.00430 1.57660 3.54515
C -2.31825 1.27993 4.23993
O -3.37484 1.03417 3.69261
O -2.22328 1.25836 5.62534
O -1.86535 1.45115 1.20612
C -1.60760 0.07439 1.17796
C -1.99815 -0.48955 -0.18785
O -3.21545 -1.22162 -0.12410
C -3.05392 -2.60735 -0.25775
C -4.41891 -3.28018 -0.41407
C 1.19381 1.55375 -2.09649
S 0.06477 2.68109 -2.35040
S 2.07595 0.85829 -3.51527
C 1.07577 -0.57638 -4.05159
C -0.35182 -0.66538 -3.51515
C -1.35447 0.23735 -4.26057
H 2.18056 -4.09044 0.22762
H 1.75515 -3.03777 -1.14868
H 1.12323 -2.72570 0.45910
H 3.62040 -2.48331 1.22916
H 4.00080 -2.44858 -0.46145
H 2.95628 -0.31164 1.23673
H 3.94419 -0.25266 -0.18268
H 1.93854 -0.73434 -1.60086
H 0.93540 -0.66373 -0.19138
H 3.66137 1.76756 -0.65177
H 2.52226 3.05621 -0.82945
H 3.53780 1.97237 1.65435
H 2.69875 3.47377 1.34574
H 1.59094 2.00356 2.98387
H 1.23720 0.84868 1.72478
H 0.33509 3.76378 1.88279
H 0.00661 2.71397 0.50277
H -1.79145 3.10087 2.33119
H -0.49763 2.32297 4.16113
H -0.35584 0.70517 3.54746
H -1.76359 2.05668 5.89420
H -2.19312 -0.47466 1.92030
H -0.55460 -0.16754 1.35536
H -2.10589 0.31821 -0.90768
H -1.21214 -1.17740 -0.50726
H -2.43978 -2.86203 -1.12753
H -2.54866 -3.04030 0.61361
H -5.21145 -2.54812 -0.29460
H -4.51952 -3.74762 -1.38930
H -4.55336 -4.05454 0.33603
H 1.00436 -0.53665 -5.13571
H 1.60749 -1.49043 -3.79360
H -0.66358 -1.69691 -3.69015
H -0.40719 -0.52358 -2.44061
H -0.83728 0.98331 -4.85548
H -1.95079 0.78251 -3.53011
H -2.04672 -0.34499 -4.85853

Löwdin atomic charge list, values in e, 4 entries: -0.107, -0.227, -0.176, -0.212